This record from the Open Molecules 2025 dataset describes an isolated molecule of CH3NO3S at a distorted geometry. The level of theory is ωB97M-V/def2-TZVPD.

XYZ file:
```
9
CH3NO3S ωB97M-V/def2-TZVPD
C 0.3317 1.4690 -1.3666
N -0.5019 -0.6896 0.6077
O -2.4950 1.6308 -1.0662
O -1.1026 -0.5071 -1.8286
O -0.6240 0.6384 0.4446
S -1.2682 0.8223 -1.2420
H 0.5329 2.3794 -0.6879
H -0.7110 -1.1562 -0.3142
H 0.3237 -1.0322 1.2072
```

Spin multiplicity ... 1
Lowest unoccupied orbital energy (alpha / beta) ... -1.83 / -1.83 eV
Gap between HOMO and LUMO (alpha / beta) ... 7.71 / 7.70 eV
Net charge ... 0
HOMO (alpha / beta) ... -0.3505 / -0.3503 Eh

This record from the Open Molecules 2025 dataset describes a structure of composition CH3NO3S at a distorted geometry. The level of theory is ωB97M-V/def2-TZVPD.

XYZ file:
```
9
CH3NO3S ωB97M-V/def2-TZVPD
C -1.1184 -0.6789 -0.5069
N -0.7393 -0.5568 0.7462
O -3.7171 -0.2744 -2.2581
O -3.5169 0.6146 0.0517
O -0.5363 -1.2988 1.6941
S -3.4874 -0.4981 -0.8821
H -1.0879 -1.5909 -1.1808
H -1.0699 0.2630 -0.9498
H -0.6522 0.4230 1.1101
```

Spin multiplicity ... 1
Lowest unoccupied orbital energy (alpha / beta) ... -1.37 / -1.37 eV
Gap between HOMO and LUMO (alpha / beta) ... 8.18 / 8.18 eV
Net charge ... 0
HOMO (alpha / beta) ... -0.3507 / -0.3508 Eh

Here are the calculated relative energy (zero: lowest compared OMol25 entry of this formula, charge and spin) numbers, same order: 180.92, 84.38 (kcal per mole).